[1]
The following is a quantum chemistry calculation of a molecular structure, C43H55Cl2CsN6STe, from the Open Molecules 2025 dataset.

```
109
Properties=species:S:1:pos:R:3:forces:R:3
N 1.9527 3.4276 1.5561 0.13 0.08 0.15
H 4.0731 4.4993 -1.2572 0.00 0.01 -0.02
H -0.1185 -2.1000 0.1782 -0.05 0.01 0.04
H -5.7757 0.7104 2.4156 0.00 0.01 0.00
H 5.0146 6.6484 -1.6884 -0.01 0.00 -0.02
C 5.6678 5.0808 1.1669 0.03 0.00 0.00
H 1.6907 5.0496 -1.2567 0.00 0.00 0.00
H 2.6450 6.4955 -0.8850 -0.02 -0.02 -0.07
H 0.9441 -0.9496 -2.8037 -0.03 -0.07 0.00
C 2.4072 2.9185 -2.8487 -0.08 -0.02 0.01
H -0.2072 -4.5149 8.4626 0.00 0.00 0.00
H 3.8643 5.6230 6.0007 -0.01 -0.01 -0.01
H -5.6482 0.6734 -1.1878 -0.03 0.03 0.04
H 0.3111 -5.0881 2.6654 -0.05 -0.02 -0.03
H -0.7932 2.2318 -3.7219 0.02 -0.02 -0.06
H 1.9618 0.2658 -1.9729 -0.02 0.00 -0.03
C 3.3050 3.9947 -3.1800 0.06 0.07 -0.04
H -0.2219 3.5367 1.9143 -0.17 0.34 0.08
C -0.2923 -4.6534 7.3916 0.00 0.04 -0.01
C -0.5336 -4.9974 4.6365 -0.03 0.03 0.00
C 1.9285 2.1527 -3.9657 0.00 0.00 0.02
H -0.0843 1.8127 -2.1639 -0.19 0.10 -0.27
N 1.9895 2.6230 -1.5823 0.05 0.03 -0.03
H -4.2214 -0.6685 -4.1650 -0.02 -0.01 0.00
C 4.7369 6.0352 -2.5496 0.01 0.05 -0.06
C -2.5138 -1.8272 -4.7165 0.00 0.00 0.00
H 4.4526 7.4350 0.4067 -0.01 -0.01 0.02
C 0.9317 -2.2949 -0.0142 0.10 -0.09 -0.04
C -0.6365 -2.5445 4.2345 0.05 0.00 -0.04
C 4.2147 5.5022 1.3864 -0.01 -0.02 0.01
H 2.5323 -0.5192 -3.4539 -0.01 0.02 0.00
H -0.2851 -6.7966 7.5040 0.00 0.00 0.00
C 2.3866 4.1455 2.6263 -0.12 -0.07 -0.04
C -0.5018 -3.7060 5.1803 -0.03 -0.03 0.03
H -0.7685 4.9835 2.7291 -0.01 0.01 0.09
S -2.3244 -0.0319 2.4348 -0.23 -0.30 0.53
C -3.8870 0.2932 1.8187 -0.27 0.05 0.16
C -0.6770 3.8996 2.8331 0.05 -0.07 -0.06
C -0.4517 -6.0984 5.4792 0.03 0.02 0.03
H 3.9693 2.3023 -0.9515 -0.01 0.00 0.09
C -1.1525 -2.4338 -2.8775 0.02 -0.05 0.05
C -3.3413 -1.1853 -3.8138 0.03 0.05 0.03
C 4.1003 5.4135 3.8632 0.00 0.02 -0.06
N -1.9186 -1.8036 -1.9996 0.01 -0.08 -0.01
C -3.8779 -0.4594 -1.4894 -0.02 0.00 0.17
H 6.0792 5.5454 0.2638 -0.02 -0.02 0.02
H -0.3510 -2.5460 6.9718 -0.01 -0.01 0.00
H -4.9265 0.9006 -2.7906 0.00 0.02 0.01
H 1.9758 1.7760 -6.0580 0.01 0.02 0.00
H 4.3901 5.0176 -4.7082 -0.03 -0.04 -0.01
H 3.5990 3.6033 -6.5656 -0.01 0.00 0.01
H 1.0643 1.5623 3.4060 0.00 0.12 -0.02
H 0.3378 -2.2063 3.8756 -0.03 0.01 0.02
C 0.9922 0.9827 -3.7664 -0.04 0.03 -0.05
C 3.5858 4.9480 2.6580 0.10 0.05 0.02
C 2.9859 2.6545 -0.6047 -0.02 -0.15 -0.01
H -0.4866 -7.0963 5.0559 0.00 0.00 0.00
H -0.6958 -2.9882 -4.8988 -0.02 0.02 -0.02
N -4.3601 0.1689 0.5978 -0.09 0.00 0.13
N -4.8144 0.8104 2.6994 0.13 0.02 0.03
H -1.1953 -6.0070 2.8311 -0.01 0.00 0.04
C 2.1797 4.6684 5.0223 0.00 0.04 -0.04
C 3.4436 5.2545 5.0721 -0.03 -0.03 -0.01
C 3.6762 5.0244 -2.1249 -0.07 0.05 0.02
C -5.1453 0.1719 -2.0059 0.02 -0.04 -0.01
H 5.6426 5.5485 -2.9226 -0.02 0.00 0.02
H -2.7463 -1.8140 -5.7746 0.00 -0.01 0.00
H -1.6701 3.4654 2.9877 0.03 -0.01 -0.03
H 1.5857 4.5918 5.9310 0.02 0.01 0.00
C 0.2676 3.5216 3.9709 -0.02 -0.04 0.05
H 1.9543 6.2868 -2.5073 0.01 -0.02 0.00
H -1.0452 0.5929 -3.0791 0.04 0.02 0.05
H 5.0318 5.9755 3.8392 0.00 -0.01 0.01
H -5.8212 -0.5760 -2.4322 0.02 -0.01 0.00
C 0.3798 1.9993 4.1388 -0.15 -0.15 -0.03
H -0.2863 -2.9475 -2.4735 0.01 -0.01 0.03
C -0.3350 1.4226 -3.1496 0.10 -0.05 0.10
H 3.6312 5.1250 0.5526 0.00 0.02 0.03
H 3.9329 2.8136 1.2131 0.02 -0.05 -0.05
H 6.2946 5.3811 2.0129 -0.01 0.00 -0.01
C -0.3739 -3.5464 6.5544 0.02 0.00 -0.01
N -3.5015 -0.4227 -0.2579 0.06 -0.03 -0.56
H 0.7561 1.7495 5.1346 0.09 0.04 -0.04
H -0.5969 1.5203 4.0234 0.01 0.00 0.02
C 3.7108 4.1989 -4.4942 0.06 0.06 0.04
H -0.1761 3.9092 4.8952 0.00 -0.01 0.04
H -1.1668 -1.6952 4.6580 -0.02 -0.02 0.01
H 3.0686 7.3438 1.5134 0.01 -0.01 -0.01
Cl 1.1284 -4.0557 -0.2105 -0.01 0.00 0.03
H 5.7460 3.9982 1.0576 0.00 0.01 0.00
Te -1.7164 -3.3076 2.5480 -0.03 0.10 -0.11
C -1.3859 -2.4728 -4.2442 0.01 -0.04 -0.03
H 4.3708 6.7125 -3.3291 0.01 -0.02 0.01
C 2.9700 2.9753 0.7154 -0.03 -0.08 -0.04
H -4.5934 0.6947 3.6726 0.00 -0.01 -0.01
C -0.3348 -5.9305 6.8547 0.00 -0.02 -0.04
C -0.6719 -5.1040 3.1428 0.06 -0.03 0.05
C 1.6355 4.1593 3.8572 -0.03 -0.03 0.01
C 4.1050 7.0324 1.3641 0.01 0.02 0.03
Cs -0.2798 1.4345 0.4128 0.73 0.10 -0.29
C 2.4113 5.7608 -1.6615 0.03 0.04 0.00
C -3.0139 -1.1751 -2.4511 0.08 0.01 -0.08
H 4.7051 7.4877 2.1580 -0.01 -0.01 -0.01
C 2.3536 2.4104 -5.2589 0.04 0.05 0.00
C 3.2615 3.4220 -5.5513 -0.08 -0.09 0.02
H 1.2894 -1.8341 -0.9240 -0.02 0.08 -0.05
C 1.6485 -0.1290 -2.9429 0.02 0.02 0.02
Cl 1.9103 -1.6693 1.3177 -0.10 0.02 0.05
H 0.7826 0.5677 -4.7598 -0.01 0.01 -0.02
```
Positions in Å, forces in eV/Å.

Calculated values
Net charge: -2

Results of the Mulliken charge analysis, in e, for atoms 1 through 8: number 1, N, carries 0.86; number 2, H, carries -0.52; number 3, H, carries -0.09; number 4, H, carries 0.22; number 5, H, carries 0.30; number 6, C, carries -1.49; number 7, H, carries 0.17; number 8, H, carries 0.29

---

[2]
The following is a quantum chemistry calculation of a molecular structure, C21H21Cl3CsGeN4O3, from the Open Molecules 2025 dataset.

```
54
Properties=species:S:1:pos:R:3:forces:R:3
C -0.1666 -3.7985 -2.7985 0.00 0.08 -0.07
C 0.1155 4.2200 3.8240 -0.24 0.08 0.37
N 2.0949 -0.1350 3.1447 0.04 -0.19 0.40
Cs -0.3579 -0.3846 0.3781 -0.84 0.83 2.91
C -0.4274 -2.4669 -2.1404 0.05 -0.34 -0.91
H 0.0167 0.2447 5.6074 -0.03 0.08 -0.01
H -1.1618 1.2916 6.4176 0.01 -0.01 -0.02
H -1.4887 4.2296 -0.3239 0.02 -0.06 -0.03
H -0.2573 -5.3911 -5.7963 0.01 0.01 0.03
C -1.5361 4.7828 -2.3852 0.04 -0.03 -0.41
Cl 0.0982 -2.6792 3.7711 -0.04 -0.14 -0.10
O -0.6054 -2.4265 -0.9321 -0.57 -1.47 -1.73
C -1.4018 4.3565 -3.7539 -0.07 0.30 0.27
H 1.8679 4.4554 1.6639 -0.03 -0.05 0.02
H 0.1481 5.2934 3.6614 -0.04 -0.11 0.03
C -0.3263 -3.9895 -4.1717 0.09 -0.06 0.02
H 0.7119 -6.9493 -1.9169 0.00 0.01 -0.01
O -0.9945 1.7188 -0.6476 -0.64 1.97 -0.76
C -0.5482 3.5106 4.8802 0.09 0.38 -0.11
C -1.4029 3.9162 -1.3581 0.03 -0.28 -0.13
C 0.7247 3.2574 3.0448 0.06 -0.36 -0.16
H 1.5876 -0.9735 3.4394 0.07 -0.06 0.03
H -0.5578 0.5561 -4.4525 -0.06 -0.17 0.04
C 0.2559 -6.3141 -3.9231 -0.01 0.06 -0.01
C -1.1252 2.5024 -1.5915 -0.02 0.23 -0.70
N -0.4426 -1.4081 -3.0561 0.12 -0.77 -0.17
N -0.6910 -0.2502 -2.5208 -0.10 0.13 -0.16
C 0.2037 -4.8748 -1.9963 -0.04 -0.04 -0.05
H -1.0309 2.7373 -5.0670 0.01 -0.03 -0.01
C 0.4227 -6.1251 -2.5569 -0.03 0.05 -0.03
H 0.4172 -7.2938 -4.3600 0.00 0.03 0.01
C 1.4988 3.4288 1.7624 -0.04 0.00 0.11
H -1.5810 0.4432 4.9246 0.02 0.04 -0.02
C -0.2893 2.1717 4.6638 0.12 -0.19 -0.23
C 2.6009 -0.2295 1.4913 0.37 -0.48 -0.66
H 0.8847 3.2120 0.8788 0.00 0.01 0.09
C -0.1219 -5.2454 -4.7300 0.00 0.04 0.08
Cl 2.4244 -4.6883 2.0007 0.01 0.01 0.02
Cl -0.9605 -5.3409 1.8393 -0.02 -0.05 -0.08
H 2.9288 -0.0165 3.7086 0.04 -0.04 -0.01
H 2.3566 2.7508 1.7133 -0.03 0.03 0.04
H -1.1313 3.9262 5.6960 0.05 -0.01 -0.09
H -1.7408 5.8254 -2.1727 -0.01 0.05 -0.06
C -0.7314 0.7547 -3.3919 -0.03 0.11 0.42
H -0.6055 -3.1439 -4.7855 0.00 -0.03 0.01
C -0.7787 0.9800 5.4415 0.10 0.07 -0.02
O 2.0107 -1.1432 0.9810 1.79 0.37 0.75
H 0.3093 -4.7344 -0.9294 -0.02 0.01 0.00
N 0.4872 2.0078 3.5498 -0.17 0.26 0.03
C -0.9921 2.0743 -3.0071 -0.06 0.39 0.17
Ge 0.4747 -3.4985 1.5629 0.11 -0.67 0.71
H -1.5129 5.0729 -4.5584 -0.01 0.05 0.05
C -1.1338 3.0583 -4.0360 0.06 -0.20 0.28
H 1.4607 0.7219 3.3132 -0.13 0.14 -0.16
```
Positions in Å, forces in eV/Å.

Calculated values
Spin multiplicity: 2
Net charge: -2
<S²>: 0.793

Results of the Mulliken charge analysis, in e, for atoms 1 through 8: number 1, C, carries 0.36; number 2, C, carries -0.78; number 3, N, carries 0.09; number 4, Cs, carries 1.42; number 5, C, carries 0.41; number 6, H, carries 0.22; number 7, H, carries 0.31; number 8, H, carries 0.45

---

We obtain energy relative to the best compared isomer or geometry (same formula, charge and spin) values of 64.3 268.7 kJ/mol for the records listed above, in that order.
We obtain strongest force on any atom values of 0.79 3.14 eV/Å for the records listed above, in that order.